[1]
{"formula": "C4H6BiO2", "method": "the ωB97M-V functional and the def2-TZVPD basis", "multiplicity": 1, "e_tot_ev": -14136.511, "orbital_gap_ha": 0.16009, "charge": 3, "de_lowest_kcal_mol": 31.3, "species": ["O", "C", "O", "C", "C", "H", "H", "H", "H", "H", "Bi", "C", "H"], "coordinates": [[0.201, 0.693, 0.058], [1.371, 0.345, -0.153], [1.678, -0.788, -0.821], [-0.970, -0.205, -0.142], [-2.211, 0.583, 0.163], [-0.916, -0.531, -1.186], [-0.826, -1.057, 0.529], [-2.333, 1.418, -0.537], [-3.068, -0.093, 0.050], [-2.202, 0.960, 1.193], [3.892, 1.091, -0.146], [2.740, -0.788, 0.147], [2.642, -1.629, 0.845]]}

[2]
{"formula": "C20H18F6N4OSSbTa", "method": "the ωB97M-V functional and the def2-TZVPD basis", "multiplicity": 2, "e_tot_ev": -64244.243, "orbital_gap_ha": [0.25181, 0.23592], "charge": 3, "de_lowest_kcal_mol": 31.7, "species": ["Ta", "C", "C", "C", "C", "C", "C", "N", "N", "C", "C", "C", "C", "C", "C", "H", "H", "H", "H", "H", "H", "H", "H", "H", "F", "Sb", "F", "F", "F", "F", "F", "N", "C", "N", "C", "C", "C", "C", "C", "C", "S", "H", "H", "H", "H", "H", "H", "C", "O", "H", "H", "H"], "coordinates": [[-0.833, 0.169, -0.334], [5.512, 3.662, 1.068], [5.273, 2.889, -0.075], [4.402, 1.826, -0.015], [3.766, 1.555, 1.206], [3.995, 2.321, 2.352], [4.880, 3.380, 2.275], [2.889, 0.480, 1.357], [2.691, -0.387, 0.570], [1.907, -1.513, 0.386], [2.625, -2.704, 0.468], [1.981, -3.917, 0.262], [0.645, -3.922, -0.089], [-0.050, -2.720, -0.233], [0.524, -1.457, 0.016], [6.212, 4.485, 1.014], [5.792, 3.115, -0.996], [4.226, 1.193, -0.877], [3.509, 2.058, 3.283], [5.095, 3.975, 3.153], [3.680, -2.672, 0.708], [2.532, -4.843, 0.362], [0.131, -4.857, -0.271], [-1.088, -2.795, -0.521], [-1.762, 0.814, 1.225], [-3.369, 2.517, 0.360], [-1.937, 3.565, 0.898], [-4.238, 3.629, -0.791], [-4.143, 2.622, 2.013], [-4.129, 0.878, -0.037], [-2.026, 1.923, -1.001], [0.666, 2.933, 2.003], [0.784, 2.866, 0.694], [0.625, 1.715, 0.003], [0.809, 1.949, -1.367], [0.569, 0.957, -2.327], [0.526, 1.349, -3.678], [0.763, 2.666, -4.025], [1.028, 3.641, -3.055], [1.021, 3.273, -1.722], [1.157, 4.251, -0.271], [0.447, 2.113, 2.549], [0.691, 3.820, 2.486], [0.690, -0.115, -2.118], [0.366, 0.605, -4.446], [0.760, 2.951, -5.068], [1.217, 4.664, -3.354], [-3.214, -1.391, -1.863], [-2.073, -0.789, -1.208], [-3.899, -0.597, -2.148], [-3.684, -2.062, -1.148], [-2.859, -1.929, -2.738]]}

[3]
{"formula": "C11H20N2OPYb", "method": "the ωB97M-V functional and the def2-TZVPD basis", "multiplicity": 2, "e_tot_ev": -57572.903, "orbital_gap_ha": [0.17951, 0.18892], "de_lowest_kcal_mol": 17.7, "species": ["C", "C", "C", "C", "C", "Yb", "P", "H", "H", "H", "H", "H", "H", "H", "H", "C", "N", "C", "C", "C", "N", "C", "C", "O", "H", "H", "H", "H", "H", "H", "H", "H", "H", "H", "H", "H"], "coordinates": [[2.289, -1.206, -1.200], [3.544, -1.179, -0.543], [3.709, -2.411, 0.156], [2.559, -3.219, -0.074], [1.659, -2.500, -0.905], [-1.092, -0.665, -2.350], [0.379, 0.376, -4.478], [1.883, -0.413, -1.830], [4.260, -0.359, -0.581], [4.575, -2.694, 0.749], [0.702, -2.856, -1.302], [2.398, -4.218, 0.322], [0.509, -0.421, -5.665], [1.777, 0.699, -4.378], [-0.006, 1.577, -5.167], [1.175, 1.468, 1.113], [-0.254, 1.368, 1.354], [-0.779, 1.682, 2.676], [-2.276, 1.845, 2.581], [-2.926, 0.649, 1.935], [-2.281, 0.423, 0.655], [-2.903, -0.434, -0.372], [-0.989, 0.741, 0.436], [-0.465, 0.413, -0.702], [1.663, 0.483, 1.152], [1.608, 2.112, 1.885], [1.368, 1.901, 0.124], [-0.521, 0.886, 3.393], [-0.299, 2.608, 3.011], [-2.503, 2.738, 1.989], [-2.690, 1.996, 3.581], [-3.988, 0.831, 1.751], [-2.831, -0.241, 2.578], [-2.326, -1.383, -0.518], [-3.902, -0.724, -0.043], [-3.024, 0.130, -1.332]]}

[4]
{"formula": "C21H25N3O5S", "method": "the ωB97M-V functional and the def2-TZVPD basis", "multiplicity": 1, "e_tot_ev": -47702.599, "orbital_gap_ha": 0.27333, "de_lowest_kcal_mol": 596.8, "species": ["C", "N", "S", "O", "O", "C", "C", "C", "C", "C", "C", "H", "H", "H", "C", "O", "O", "C", "H", "H", "C", "O", "N", "C", "C", "C", "C", "C", "C", "H", "H", "N", "C", "H", "C", "C", "C", "C", "H", "H", "H", "H", "H", "H", "H", "H", "H", "H", "H", "H", "H", "H", "H", "H", "H"], "coordinates": [[-1.411, -2.906, 1.721], [-1.043, -2.458, 0.293], [-2.250, -2.561, -0.844], [-1.883, -2.088, -2.059], [-2.770, -4.206, -0.954], [-3.829, -1.746, -0.147], [-3.768, -0.424, -0.209], [-4.696, 0.556, 0.001], [-5.810, 0.000, 0.704], [-5.809, -1.444, 0.945], [-4.907, -2.026, 0.477], [-4.994, -3.201, 0.462], [-6.671, -2.009, 1.357], [-6.496, 0.719, 1.232], [-4.539, 1.998, -0.098], [-5.117, 2.768, 0.904], [-3.673, 2.185, -0.927], [-3.147, 3.587, -0.895], [-3.088, 4.163, -2.048], [-3.642, 4.344, -0.143], [-1.673, 3.482, -0.666], [-1.174, 4.401, 0.262], [-1.111, 2.454, -1.010], [0.015, 1.726, -0.533], [1.046, 2.410, -0.131], [2.252, 1.538, 0.457], [2.380, 0.013, 0.029], [1.412, -0.190, -0.825], [0.181, 0.334, -1.048], [-0.441, -0.138, -1.728], [1.463, -1.257, -1.196], [3.408, -0.599, 0.318], [4.117, -1.445, -0.457], [3.341, -2.028, -1.198], [5.173, -0.841, -1.244], [6.270, 0.007, -0.236], [5.554, 0.720, 0.562], [4.391, -0.044, 1.674], [3.858, 0.587, 2.168], [4.701, -0.804, 2.022], [6.314, 0.989, 1.648], [4.977, 1.654, 0.455], [6.895, 0.320, -0.787], [6.674, -1.153, 0.286], [5.581, -1.417, -2.001], [4.923, -0.033, -1.853], [4.591, -2.420, 0.148], [3.030, 1.858, 1.129], [0.952, 3.341, 0.362], [-1.841, 1.869, -1.626], [-2.798, 0.145, -0.948], [-0.708, -1.512, 0.168], [-1.772, -3.808, 1.443], [-0.454, -3.123, 2.267], [-1.985, -2.288, 2.320]]}

[5]
{"formula": "C66H65F5NO4PS", "method": "the ωB97M-V functional and the def2-TZVPD basis", "multiplicity": 1, "e_tot_ev": -112875.339, "orbital_gap_ha": 0.23754, "smiles": "CCOc1ccc2c(c1CCCNCc1ccccc1O)C(=O)C([PH2]=S)=C(C(F)(F)C(F)(F)F)C2=O.c1ccccc1.c1ccccc1.c1ccccc1.c1ccccc1.c1ccccc1.c1ccccc1.c1ccccc1", "species": ["C", "C", "O", "C", "C", "C", "C", "C", "C", "C", "C", "C", "N", "C", "C", "C", "C", "C", "C", "C", "O", "C", "O", "C", "P", "S", "C", "C", "F", "F", "C", "F", "F", "F", "C", "O", "H", "H", "H", "H", "H", "H", "H", "H", "H", "H", "H", "H", "H", "H", "H", "H", "H", "H", "H", "H", "H", "H", "H", "C", "C", "C", "C", "C", "C", "H", "H", "H", "H", "H", "H", "C", "C", "C", "C", "C", "C", "H", "H", "H", "H", "H", "H", "C", "C", "C", "C", "C", "C", "H", "H", "H", "H", "H", "H", "C", "C", "C", "C", "C", "C", "H", "H", "H", "H", "H", "H", "C", "C", "C", "C", "C", "C", "H", "H", "H", "H", "H", "H", "C", "C", "C", "C", "C", "C", "H", "H", "H", "H", "H", "H", "C", "C", "C", "C", "C", "C", "H", "H", "H", "H", "H", "H"], "coordinates": [[-1.541, -5.565, -0.852], [-1.853, -4.204, -0.053], [-2.470, -3.259, -0.976], [-1.519, -2.542, -1.744], [-1.052, -3.134, -3.116], [-0.054, -2.420, -4.065], [0.522, -1.044, -3.629], [0.104, -0.409, -2.248], [-0.905, -1.163, -1.324], [-1.390, -0.563, 0.072], [-2.495, 0.611, -0.196], [-3.802, 0.413, 0.745], [-4.837, 1.445, 0.430], [-6.150, 0.821, 0.084], [-6.199, 0.568, -1.492], [-5.272, -0.470, -2.228], [-5.341, -0.719, -3.757], [-6.342, 0.093, -4.644], [-7.245, 1.149, -3.928], [-7.188, 1.368, -2.383], [-8.094, 2.368, -1.852], [0.753, 0.993, -1.905], [0.246, 1.809, -1.085], [2.110, 1.457, -2.656], [3.093, 2.816, -1.738], [2.670, 4.621, -2.412], [2.513, 0.899, -3.919], [3.852, 1.395, -4.641], [4.022, 0.830, -5.953], [3.671, 2.803, -4.878], [5.212, 1.069, -3.842], [5.038, 0.340, -2.650], [6.039, 0.249, -4.678], [5.923, 2.281, -3.685], [1.528, -0.205, -4.570], [1.457, -0.445, -5.797], [-2.296, -5.790, -1.683], [-1.552, -6.442, -0.097], [-0.496, -5.559, -1.316], [-0.943, -3.739, 0.454], [-2.671, -4.464, 0.723], [-1.464, -4.155, -3.455], [0.278, -2.815, -5.085], [-0.544, -0.069, 0.682], [-1.813, -1.412, 0.720], [-2.010, 1.621, 0.080], [-2.817, 0.608, -1.305], [-4.217, -0.664, 0.635], [-3.557, 0.522, 1.867], [-4.973, 2.052, 1.259], [-6.981, 1.578, 0.347], [-6.389, -0.135, 0.667], [-4.514, -1.051, -1.608], [-4.688, -1.484, -4.295], [-6.383, -0.065, -5.769], [-7.964, 1.779, -4.553], [-7.620, 3.218, -1.994], [2.624, 2.815, -0.364], [4.497, 2.549, -1.674], [-6.280, -7.784, 1.447], [-5.328, -8.172, 0.507], [-4.956, -7.296, -0.507], [-5.526, -6.029, -0.578], [-6.472, -5.638, 0.362], [-6.854, -6.517, 1.373], [-6.573, -8.467, 2.237], [-4.877, -9.158, 0.566], [-4.220, -7.600, -1.244], [-5.231, -5.344, -1.367], [-6.915, -4.649, 0.308], [-7.596, -6.214, 2.103], [-6.100, -1.560, 3.383], [-6.210, -1.721, 4.761], [-5.922, -2.951, 5.344], [-5.515, -4.019, 4.549], [-5.401, -3.857, 3.172], [-5.698, -2.629, 2.588], [-6.328, -0.601, 2.929], [-6.521, -0.887, 5.381], [-6.014, -3.078, 6.417], [-5.285, -4.977, 5.004], [-5.082, -4.689, 2.553], [-5.615, -2.505, 1.513], [-10.074, -2.012, -2.200], [-8.826, -2.448, -2.633], [-8.506, -3.802, -2.586], [-9.439, -4.721, -2.113], [-10.689, -4.285, -1.683], [-11.005, -2.930, -1.723], [-10.322, -0.956, -2.234], [-8.101, -1.731, -3.008], [-7.530, -4.141, -2.917], [-9.192, -5.777, -2.080], [-11.417, -5.001, -1.317], [-11.977, -2.590, -1.382], [4.321, 7.507, 2.537], [4.527, 6.474, 3.446], [4.445, 5.150, 3.025], [4.168, 4.860, 1.692], [3.966, 5.893, 0.782], [4.038, 7.217, 1.205], [4.381, 8.540, 2.866], [4.750, 6.701, 4.483], [4.599, 4.344, 3.736], [4.109, 3.827, 1.364], [3.751, 5.666, -0.258], [3.875, 8.022, 0.497], [8.435, 5.885, 6.174], [8.857, 6.037, 7.491], [7.989, 5.747, 8.539], [6.700, 5.295, 8.269], [6.279, 5.140, 6.952], [7.144, 5.439, 5.904], [9.111, 6.115, 5.357], [9.864, 6.383, 7.700], [8.316, 5.872, 9.565], [6.025, 5.065, 9.086], [5.274, 4.786, 6.742], [6.814, 5.323, 4.878], [4.805, -2.105, -10.782], [3.464, -2.474, -10.799], [2.664, -2.246, -9.684], [3.204, -1.638, -8.554], [4.544, -1.266, -8.538], [5.346, -1.503, -9.650], [5.429, -2.287, -11.651], [3.041, -2.942, -11.683], [1.620, -2.539, -9.695], [2.579, -1.455, -7.686], [4.964, -0.791, -7.657], [6.393, -1.217, -9.635], [14.075, 4.335, 6.750], [12.733, 3.964, 6.733], [11.934, 4.189, 7.849], [12.474, 4.793, 8.981], [13.814, 5.167, 8.997], [14.616, 4.934, 7.884], [14.698, 4.156, 5.881], [12.311, 3.499, 5.848], [10.890, 3.894, 7.838], [11.850, 4.972, 9.850], [14.235, 5.639, 9.879], [15.662, 5.220, 7.899]]}